Computed, not measured: a structure of composition C48H60N5O4Ti in a non-equilibrium geometry, with ωB97M-V/def2-TZVPD.

```
118
Properties=species:S:1:pos:R:3:forces:R:3
Ti 0.046938 -0.012385 0.207886 -0.23 -0.01 0.16
O 1.152802 -1.417557 1.135134 0.57 -0.65 0.33
C 0.960021 -2.682912 1.055341 0.07 0.07 0.28
C 2.035127 -3.579396 0.832981 -0.02 -0.07 -0.02
C 1.824246 -4.937977 0.789864 -0.14 -0.05 0.01
C 0.546177 -5.483949 0.994583 0.03 0.05 -0.02
C -0.507374 -4.623078 1.234076 -0.05 -0.29 0.01
C -0.330097 -3.243201 1.249681 -0.41 0.27 -0.06
C -1.457108 -2.362073 1.532511 0.55 -0.85 0.15
N -1.417469 -1.095430 1.452276 -0.77 0.50 0.04
C -2.580353 -0.363538 1.974614 0.20 0.06 -0.22
C -2.107831 1.039743 2.296997 0.14 -0.10 -0.27
N -1.352428 1.516004 1.145012 -0.21 -0.86 0.51
C -1.332195 2.750382 0.907375 0.18 1.03 -0.57
C -0.566974 3.372230 -0.177326 -0.26 -0.11 0.49
C -0.399121 4.752786 -0.200239 0.02 0.25 0.07
C 0.400238 5.364729 -1.146232 0.02 -0.07 -0.05
C 1.030827 4.564264 -2.109930 -0.06 0.12 0.10
C 0.839919 3.201614 -2.138830 -0.03 -0.02 -0.01
C 0.029379 2.566169 -1.170458 -0.23 -0.09 -0.19
O -0.195183 1.295323 -1.212196 -0.04 0.98 -0.88
H 3.020381 -3.152293 0.683553 -0.05 0.00 0.00
H 2.662444 -5.598885 0.595253 -0.02 0.00 0.01
H 0.389040 -6.554011 0.960950 0.01 0.00 0.01
H -1.507109 -5.019220 1.399069 0.04 -0.01 -0.01
H -2.373829 -2.838774 1.890191 -0.03 -0.16 0.16
H -2.984364 -0.847401 2.862840 -0.03 -0.11 0.14
H -3.363783 -0.300503 1.220797 0.02 -0.03 -0.15
H -1.443434 1.005877 3.161363 0.15 0.00 0.07
H -2.950096 1.690110 2.531209 -0.13 0.15 0.04
H -1.886722 3.428970 1.563929 -0.07 0.15 -0.03
H -0.895122 5.349897 0.561817 0.05 -0.02 -0.01
H 0.547072 6.436638 -1.134094 0.00 0.00 -0.02
H 1.681541 5.024835 -2.844617 -0.01 0.02 -0.02
H 1.308736 2.574903 -2.889489 0.00 0.01 0.04
C 6.677841 3.459441 -1.067990 -0.03 0.04 -0.03
C 6.507582 1.964673 -0.750748 0.00 0.03 0.06
C 6.799658 1.177209 -2.028454 0.01 -0.04 -0.05
C 7.539152 1.557477 0.311467 0.05 -0.04 0.03
C 5.089717 1.716122 -0.233245 0.01 0.11 0.08
C 4.206728 0.873595 -0.867162 -0.11 -0.06 -0.03
C 2.883800 0.731387 -0.399314 -0.17 -0.20 -0.13
N 1.890330 -0.038503 -0.923345 0.34 0.07 -0.28
C 1.789974 -0.711425 -2.096835 -0.09 -0.05 0.20
C 2.629658 -0.609940 -3.222628 0.09 0.07 0.16
C 2.457682 -1.438427 -4.309677 -0.05 -0.10 -0.02
C 1.442283 -2.403135 -4.228939 -0.02 -0.02 -0.03
C 0.520933 -2.501709 -3.192410 -0.02 -0.13 -0.23
C 0.610428 -1.560334 -2.138338 0.03 0.31 0.27
O -0.284021 -1.412000 -1.202000 0.15 -0.77 -0.53
C -0.527440 -3.628487 -3.292281 -0.01 0.21 0.04
C -1.524384 -3.642253 -2.132466 -0.07 -0.01 0.00
C -1.340527 -3.469338 -4.589829 0.01 0.02 -0.01
C 0.195750 -4.984272 -3.289011 0.01 -0.04 0.00
C 3.329617 -1.357235 -5.562916 -0.05 -0.02 0.00
C 4.329838 -0.203580 -5.490310 0.06 0.04 0.02
C 4.116198 -2.664845 -5.732059 0.05 -0.05 0.00
C 2.443952 -1.141136 -6.800039 -0.06 0.04 -0.01
C 2.467162 1.395766 0.806290 -0.24 -0.24 -0.14
O 1.247787 1.199563 1.227039 0.94 0.77 0.52
C 3.393208 2.222260 1.487941 0.19 0.11 0.07
C 4.652858 2.378466 0.931387 0.01 0.01 0.04
C 3.002394 2.877370 2.818326 -0.09 -0.14 -0.13
C 1.787630 3.793919 2.617502 -0.05 0.07 0.00
C 2.644360 1.772804 3.826820 0.03 -0.02 0.05
C 4.135197 3.712827 3.413420 0.06 0.06 -0.02
H 7.680377 3.656621 -1.466298 -0.07 -0.01 0.04
H 6.537539 4.075955 -0.175796 0.01 -0.05 -0.07
H 5.939035 3.775399 -1.811062 0.07 -0.02 0.05
H 7.807099 1.417444 -2.382635 -0.05 -0.03 0.02
H 6.092649 1.431107 -2.824733 0.06 -0.02 0.06
H 6.751796 0.097050 -1.856222 -0.01 0.09 -0.02
H 8.558594 1.719577 -0.059837 -0.08 0.00 0.04
H 7.427366 0.498935 0.564551 0.02 0.08 -0.01
H 7.416638 2.137299 1.230429 0.00 -0.05 -0.07
H 4.532046 0.274743 -1.703245 -0.05 0.06 0.00
H 3.390380 0.157054 -3.231035 -0.05 -0.06 0.01
H 1.352044 -3.109331 -5.049020 -0.01 0.02 0.02
H -2.079115 -2.705314 -2.082528 0.06 -0.12 -0.02
H -1.021494 -3.774275 -1.175256 -0.06 0.00 -0.10
H -2.225049 -4.473618 -2.281987 0.02 -0.01 0.00
H -1.812748 -2.480730 -4.616749 0.03 -0.09 0.00
H -2.125867 -4.234523 -4.637670 0.07 0.05 0.00
H -0.721478 -3.568323 -5.485508 -0.02 0.01 0.05
H 0.713409 -5.126777 -2.334929 -0.04 0.01 -0.08
H 0.935565 -5.056560 -4.090705 -0.05 0.00 0.03
H -0.528317 -5.799454 -3.415231 0.07 0.07 0.02
H 5.050130 -0.346533 -4.678241 -0.07 0.03 -0.05
H 3.825415 0.755235 -5.337487 0.04 -0.07 -0.02
H 4.889325 -0.146167 -6.428815 0.00 0.00 0.05
H 4.758395 -2.836598 -4.863118 -0.04 0.00 -0.06
H 4.747755 -2.621968 -6.627755 -0.05 -0.01 0.06
H 3.445650 -3.523518 -5.828913 0.06 0.07 0.01
H 1.854242 -0.225718 -6.690027 0.05 -0.07 -0.02
H 1.746805 -1.971502 -6.943124 0.05 0.07 0.02
H 3.059141 -1.052818 -7.703152 -0.04 -0.02 0.06
H 5.358279 3.031395 1.432226 -0.03 -0.03 -0.02
H 0.925304 3.212401 2.294198 0.06 0.04 0.01
H 1.994138 4.548677 1.852091 -0.02 -0.03 0.05
H 1.543601 4.306301 3.557086 0.02 -0.04 -0.07
H 1.849788 1.138072 3.436869 0.02 0.03 0.01
H 2.314359 2.219052 4.773142 0.04 -0.02 -0.06
H 3.517845 1.143848 4.025717 -0.04 0.04 0.02
H 4.396408 4.559201 2.768454 -0.01 -0.07 0.05
H 5.035477 3.114789 3.583630 -0.05 0.04 0.00
H 3.811173 4.113792 4.378505 0.02 -0.01 -0.05
C -4.985781 -1.870522 -3.304644 0.18 0.09 0.03
N -4.258048 -0.785779 -2.671699 -0.21 -0.07 -0.06
C -4.003351 0.464662 -3.196487 0.04 -0.12 0.04
C -3.236866 1.107487 -2.266952 0.11 -0.12 0.08
N -3.014083 0.283305 -1.190108 -0.29 0.11 0.08
C -3.642871 -0.828332 -1.460527 0.02 0.03 -0.13
H -5.695542 -1.460810 -4.019770 -0.02 0.02 0.00
H -5.535710 -2.433351 -2.552481 0.00 0.01 0.03
H -4.309455 -2.551216 -3.824488 0.02 0.02 0.00
H -4.381453 0.765276 -4.160998 0.04 -0.05 0.06
H -2.812887 2.100776 -2.312886 -0.02 -0.12 0.01
H -3.668592 -1.710965 -0.831262 -0.01 0.12 -0.10
```
Positions in Å, forces in eV/Å.

Results
- DFT total energy (Ha) = -3289.53310
- energy above the lowest of the compared OMol25 structures with the same formula, charge and spin (kcal per mole) = 4.6
- frontier orbital gap (spin up / spin down) (eV) = 5.12 / 6.21
- net charge = -1
- multiplicity = 3